Computed, not measured: a 14-piece molecular cluster, C49H70O42 overall at a distorted geometry, with ωB97M-V with the def2-TZVPD basis set.

Bonds (Å) are listed after each position.
Cartesian coordinates (Å):
1 C -5.6146 2.4643 4.0401  C2 1.529, O6 1.406, H7 1.090, H8 1.090
2 C -4.2729 2.1065 4.6812  C1 1.529, O3 1.424, H9 1.090, H10 1.090
3 O -4.5642 0.7857 5.1253  C2 1.424, C4 1.407
4 C -5.6250 0.2780 4.3521  O3 1.407, O5 1.204, O6 1.320
5 O -5.9911 -0.8690 4.3477  C4 1.204
6 O -6.1022 1.2308 3.5733  C1 1.406, C4 1.320
7 H -5.4733 3.1172 3.1788  C1 1.090
8 H -6.2838 2.9926 4.7192  C1 1.090
9 H -3.8991 2.8144 5.4210  C2 1.090
10 H -3.4464 2.0354 3.9741  C2 1.090
11 C -3.2015 -1.1354 -2.3625  C12 1.523, O16 1.410, H17 1.090, H18 1.090
12 C -4.1543 -0.9485 -3.5356  C11 1.523, O13 1.404, H19 1.090, H20 1.090
13 O -4.6449 -2.2503 -3.7236  C12 1.404, C14 1.303
14 C -4.4485 -3.0112 -2.6846  O13 1.303, O15 1.238, O16 1.308
15 O -4.9045 -4.1559 -2.5704  C14 1.238
16 O -3.7781 -2.2998 -1.8162  C11 1.410, C14 1.308
17 H -3.1582 -0.2768 -1.6923  C11 1.090
18 H -2.2062 -1.4600 -2.6657  C11 1.090
19 H -3.7397 -0.5395 -4.4570  C12 1.090
20 H -4.9390 -0.2454 -3.2566  C12 1.090
21 C 3.2710 -1.0455 3.3374  C22 1.540, O26 1.358, H27 1.090, H28 1.090
22 C 3.3663 -1.5172 4.8008  C21 1.540, O23 1.438, H29 1.090, H30 1.090
23 O 3.5743 -2.9363 4.6965  C22 1.438, C24 1.307
24 C 3.9117 -3.2514 3.4733  O23 1.307, O25 1.231, O26 1.365
25 O 4.3828 -4.3450 3.1630  C24 1.231
26 O 3.8766 -2.1028 2.7370  C21 1.358, C24 1.365
27 H 3.8342 -0.1140 3.2807  C21 1.090
28 H 2.2229 -0.9232 3.0643  C21 1.090
29 H 2.4059 -1.4566 5.3127  C22 1.090
30 H 4.1227 -0.8793 5.2581  C22 1.090
31 C 3.1228 3.1704 3.7351  C32 1.547, O36 1.412, H37 1.090, H38 1.090
32 C 1.7843 2.5406 3.2824  C31 1.547, O33 1.397, H39 1.090, H40 1.090
33 O 1.2419 1.9924 4.4475  C32 1.397, C34 1.340
34 C 2.2556 1.7377 5.2862  O33 1.340, O35 1.287, O36 1.287
35 O 2.2918 0.9748 6.3220  C34 1.287
36 O 3.3143 2.3274 4.8513  C31 1.412, C34 1.287
37 H 2.9864 4.2303 3.9500  C31 1.090
38 H 3.9471 3.0475 3.0326  C31 1.090
39 H 2.0151 1.8372 2.4823  C32 1.090
40 H 1.0527 3.3139 3.0481  C32 1.090
41 C 0.2423 0.0703 0.4821  C42 1.495, O46 1.397, H47 1.090, H48 1.090
42 C -0.2197 -1.3490 0.4059  C41 1.495, O43 1.392, H49 1.090, H50 1.090
43 O -1.4448 -1.3218 1.0668  C42 1.392, C44 1.336
44 C -1.8614 -0.0578 1.1784  O43 1.336, O45 1.211, O46 1.292
45 O -2.8907 0.3573 1.6625  C44 1.211
46 O -1.0028 0.6971 0.5773  C41 1.397, C44 1.292
47 H 0.8402 0.3648 -0.3803  C41 1.090
48 H 0.9013 0.0895 1.3501  C41 1.090
49 H 0.5377 -1.9526 0.9061  C42 1.090
50 H -0.3494 -1.6249 -0.6406  C42 1.090
51 C 0.0821 -0.9990 -6.8057  C52 1.530, O56 1.394, H57 1.090, H58 1.090
52 C -1.0627 -0.1403 -6.2633  C51 1.530, O53 1.343, H59 1.090, H60 1.090
53 O -1.0890 -0.4123 -4.9483  C52 1.343, C54 1.370
54 C 0.1539 -0.8210 -4.5406  O53 1.370, O55 1.219, O56 1.350
55 O 0.5632 -0.9382 -3.3981  C54 1.219
56 O 0.8407 -1.1706 -5.6495  C51 1.394, C54 1.350
57 H 0.6248 -0.2979 -7.4398  C51 1.090
58 H -0.2285 -1.8456 -7.4181  C51 1.090
59 H -1.9874 -0.4427 -6.7549  C52 1.090
60 H -0.9736 0.9433 -6.3406  C52 1.090
61 C -2.3675 -1.7859 5.0382  C62 1.497, O66 1.421, H67 1.090, H68 1.090
62 C -1.6230 -0.4957 4.8882  C61 1.497, O63 1.412, H69 1.090, H70 1.090
63 O -0.4789 -0.8091 4.1221  C62 1.412, C64 1.371
64 C -0.4224 -2.1548 3.8654  O63 1.371, O65 1.228, O66 1.336
65 O 0.4395 -2.7894 3.2628  C64 1.228
66 O -1.5782 -2.6865 4.2732  C61 1.421, C64 1.336
67 H -3.3750 -1.7574 4.6232  C61 1.090
68 H -2.2851 -2.0292 6.0975  C61 1.090
69 H -1.4306 -0.0323 5.8559  C62 1.090
70 H -2.2633 0.1810 4.3224  C62 1.090
71 C -0.6991 4.6456 -3.6700  C72 1.481, H78 1.090, H79 1.090, H80 1.090
72 C -0.9234 3.1844 -3.7603  C71 1.481, C73 1.499, O77 1.400, H81 1.090
73 C -1.6259 2.5596 -2.5928  C72 1.499, O74 1.494, H82 1.090, H83 1.090
74 O -2.8440 1.9478 -3.2049  C73 1.494, C75 1.306
75 C -2.9050 2.2045 -4.4841  O74 1.306, O76 1.222, O77 1.349
76 O -3.8276 1.9775 -5.2530  C75 1.222
77 O -1.8154 2.9296 -4.8092  C72 1.400, C75 1.349
78 H -0.2724 5.0658 -4.5808  C71 1.090
79 H -0.0078 4.7872 -2.8392  C71 1.090
80 H -1.6068 5.1263 -3.3050  C71 1.090
81 H -0.0358 2.6542 -4.1055  C72 1.090
82 H -1.9790 3.3166 -1.8925  C73 1.090
83 H -1.0747 1.7505 -2.1138  C73 1.090
84 C 7.5813 0.5639 -0.9149  C85 1.534, H91 1.090, H92 1.090, H93 1.090
85 C 6.9000 0.5642 0.4593  C84 1.534, C86 1.554, O90 1.386, H94 1.090
86 C 6.7100 1.9775 1.0770  C85 1.554, O87 1.351, H95 1.090, H96 1.090
87 O 5.3664 2.0220 1.2144  C86 1.351, C88 1.346
88 C 4.7233 0.9706 0.6738  O87 1.346, O89 1.241, O90 1.315
89 O 3.4997 0.8964 0.4798  C88 1.241
90 O 5.6128 0.0731 0.3097  C85 1.386, C88 1.315
91 H 8.5246 1.1099 -0.9274  C84 1.090
92 H 7.1493 1.1525 -1.7243  C84 1.090
93 H 7.7890 -0.4325 -1.3050  C84 1.090
94 H 7.5676 -0.0066 1.1047  C85 1.090
95 H 7.0098 2.8094 0.4398  C86 1.090
96 H 7.2909 2.0597 1.9957  C86 1.090
97 C 6.2298 -4.6242 -0.4981  C98 1.573, H104 1.090, H105 1.090, H106 1.090
98 C 5.5628 -3.2027 -0.5851  C97 1.573, C99 1.527, O103 1.413, H107 1.090
99 C 5.4872 -2.5159 -1.9471  C98 1.527, O100 1.417, H108 1.090, H109 1.090
100 O 4.1076 -2.2806 -2.1690  C99 1.417, C101 1.360
101 C 3.3470 -2.7195 -1.1305  O100 1.360, O102 1.232, O103 1.344
102 O 2.1206 -2.7162 -1.0144  C101 1.232
103 O 4.1955 -3.2516 -0.2335  C98 1.413, C101 1.344
104 H 7.2720 -4.6598 -0.8153  C97 1.090
105 H 5.6136 -5.2141 -1.1767  C97 1.090
106 H 6.1575 -4.9618 0.5357  C97 1.090
107 H 5.9313 -2.4459 0.1075  C98 1.090
108 H 5.7672 -3.3703 -2.5633  C99 1.090
109 H 6.1123 -1.6541 -2.1811  C99 1.090
110 C -5.7450 1.3754 -0.3009  C111 1.560, H117 1.090, H118 1.090, H119 1.090
111 C -6.4460 -0.0072 -0.4786  C110 1.560, C112 1.573, O116 1.352, H120 1.090
112 C -6.1173 -0.9665 0.7235  C111 1.573, O113 1.461, H121 1.090, H122 1.090
113 O -7.3592 -1.6461 1.0851  C112 1.461, C114 1.276
114 C -8.2694 -0.9166 0.5679  O113 1.276, O115 1.199, O116 1.355
115 O -9.4442 -1.0718 0.7511  C114 1.199
116 O -7.7666 0.0773 -0.2037  C111 1.352, C114 1.355
117 H -4.6743 1.2649 -0.4724  C110 1.090
118 H -5.8347 1.7226 0.7285  C110 1.090
119 H -6.1392 2.2499 -0.8185  C110 1.090
120 H -6.3688 -0.5041 -1.4457  C111 1.090
121 H -5.7179 -0.4295 1.5838  C112 1.090
122 H -5.3251 -1.6768 0.4870  C112 1.090
123 C 3.5297 0.8715 -3.0133  C124 1.557, H130 1.090, H131 1.090, H132 1.090
124 C 4.1349 2.2094 -3.5295  C123 1.557, C125 1.511, O129 1.422, H133 1.090
125 C 4.8664 3.0292 -2.4919  C124 1.511, O126 1.406, H134 1.090, H135 1.090
126 O 6.1369 3.2465 -3.0535  C125 1.406, C127 1.355
127 C 6.2629 2.5669 -4.2193  O126 1.355, O128 1.236, O129 1.356
128 O 7.2464 2.5266 -4.9675  C127 1.236
129 O 5.0984 1.9515 -4.5433  C124 1.422, C127 1.356
130 H 2.9394 0.3368 -3.7575  C123 1.090
131 H 2.9115 1.1539 -2.1612  C123 1.090
132 H 4.1844 0.0883 -2.6310  C123 1.090
133 H 3.3583 2.7797 -4.0392  C124 1.090
134 H 4.9243 2.5103 -1.5351  C125 1.090
135 H 4.2721 3.8973 -2.2066  C125 1.090
136 C -3.6377 3.7361 0.9785  C137 1.546, H143 1.090, H144 1.090, H145 1.090
137 C -2.4394 4.2422 1.8133  C136 1.546, C138 1.555, O142 1.419, H146 1.090
138 C -1.0788 3.6342 1.3708  C137 1.555, O139 1.395, H147 1.090, H148 1.090
139 O -0.2967 4.7794 1.5208  C138 1.395, C140 1.373
140 C -1.0432 5.9211 1.3688  O139 1.373, O141 1.272, O142 1.351
141 O -0.6267 7.0435 0.9396  C140 1.272
142 O -2.3536 5.6277 1.5174  C137 1.419, C140 1.351
143 H -3.3492 4.0222 -0.0330  C136 1.090
144 H -4.5876 4.1888 1.2628  C136 1.090
145 H -3.7004 2.6512 1.0632  C136 1.090
146 H -2.6226 4.2200 2.8875  C137 1.090
147 H -1.1754 3.3588 0.3206  C138 1.090
148 H -0.8590 2.7706 1.9986  C138 1.090
149 C -2.4398 -7.3372 0.2622  C150 1.506, H156 1.090, H157 1.090, H158 1.090
150 C -2.4906 -6.1163 -0.6173  C149 1.506, C151 1.551, O155 1.494, H159 1.090
151 C -1.8264 -4.8323 -0.0546  C150 1.551, O152 1.399, H160 1.090, H161 1.090
152 O -0.9447 -4.4627 -1.0758  C151 1.399, C153 1.350
153 C -1.0510 -5.2604 -2.1595  O152 1.350, O154 1.215, O155 1.338
154 O -0.3096 -5.0974 -3.1076  C153 1.215
155 O -1.8781 -6.2939 -1.9680  C150 1.494, C153 1.338
156 H -2.7290 -7.2272 1.3073  C149 1.090
157 H -1.4289 -7.7257 0.1388  C149 1.090
158 H -3.1859 -8.0043 -0.1695  C149 1.090
159 H -3.5323 -5.8803 -0.8343  C150 1.090
160 H -1.3505 -4.8776 0.9249  C151 1.090
161 H -2.5586 -4.0358 0.0781  C151 1.090

Calculated values
Net charge   0
HOMO-LUMO gap   9.9 eV
Total energy   -5069.223848 Eh